A molecular structure, C6H9Br at a distorted geometry, computed with ωB97M-V with the def2-TZVPD basis set.

Structure (XYZ):
```
16
Properties=species:S:1:pos:R:3
Br 0.890 2.869 1.103
C 1.187 -0.108 0.872
C 2.015 -1.150 0.022
C -2.240 0.852 -0.456
C -1.518 -0.228 0.349
C -0.254 -0.260 0.644
C 1.046 1.234 0.203
H -2.713 0.633 -1.445
H -1.459 1.694 -0.673
H -2.113 -0.993 0.552
H 0.786 1.408 -0.790
H -3.018 1.116 0.267
H 1.489 -0.046 1.992
H 1.421 -1.424 -0.857
H 2.348 -1.896 0.609
H 2.785 -0.670 -0.537
```

Properties
Relative energy (zero: lowest compared OMol25 entry of this formula, charge and spin): 4.028 eV
Kohn-Sham gap: 8.45 eV
HOMO energy: -7.6 eV

Atom charges from the Löwdin analysis, given in e for atoms 1 to 2: number 1, Br, carries 0.659; number 2, C, carries -0.420

***

A molecular structure, C6H9BrF9HfN3O18S7 at a distorted geometry, computed with ωB97M-V with the def2-TZVPD basis set.

Structure (XYZ):
```
54
Properties=species:S:1:pos:R:3
Hf 0.386 0.339 0.353
Br -0.536 0.225 2.864
S -2.144 2.729 0.699
S 2.100 3.254 2.347
S -3.419 -1.150 -0.762
S 3.464 -0.893 0.148
S 2.551 -1.330 2.827
S -1.477 -2.495 0.557
S 1.456 3.219 -0.263
F -3.178 -0.643 -2.173
F 3.303 2.418 2.733
F 1.936 0.851 -3.292
F 0.307 0.097 -4.406
F 0.760 1.664 -1.178
F 2.212 -0.900 -4.419
F 0.083 -1.813 0.512
F 2.686 0.266 -0.593
F 1.398 -2.281 3.293
O -1.303 -3.531 -0.340
O -3.264 1.941 1.446
O 0.421 4.173 -0.284
O 1.300 2.971 3.459
O -1.699 -2.806 1.921
O 2.430 4.588 1.936
O -4.104 -2.367 -0.901
O -4.233 -0.037 -0.407
O -2.502 3.683 -0.259
O -1.444 3.446 1.950
O 2.482 -0.291 3.677
O 3.637 -2.144 2.730
O 0.950 -2.416 -3.089
O 0.310 -0.791 -1.563
O 3.282 -1.967 -0.737
O 2.655 3.380 -1.027
O 4.706 -0.406 0.569
O -1.224 1.735 0.199
N 2.317 -0.489 1.250
N -2.002 -1.075 0.077
N 1.547 2.264 1.039
C 0.903 -1.221 -2.582
C 0.052 -3.484 -2.855
C -3.426 2.440 2.829
C -2.124 3.237 3.145
C 1.350 -0.237 -3.646
C -0.082 -4.386 -4.012
H -3.529 1.521 3.452
H -0.976 -3.113 -2.669
H -4.392 2.953 2.913
H -1.442 2.719 3.755
H -2.440 4.201 3.509
H 0.368 -4.032 -1.982
H 0.915 -4.745 -4.298
H -0.672 -4.032 -4.857
H -0.660 -5.236 -3.592
```

Properties
Relative energy (zero: lowest compared OMol25 entry of this formula, charge and spin): 0.643 eV
Kohn-Sham gap: 8.68 eV
HOMO energy: -10.4 eV

Atom charges from the Löwdin analysis, given in e for atoms 1 to 2: number 1, Hf, carries 1.552; number 2, Br, carries 0.384

***

2 unconnected molecules or ions with the total composition C6H9BrN2O at a distorted geometry, computed with ωB97M-V with the def2-TZVPD basis set.

Structure (XYZ):
```
19
Properties=species:S:1:pos:R:3
Br -2.016 1.449 0.928
O -0.126 -2.325 2.833
N -1.909 -0.706 3.006
N 0.433 2.440 -2.785
C -0.177 2.178 -1.690
C 1.237 0.289 -1.759
C 0.041 0.878 -1.025
C -0.591 0.334 0.041
C -1.074 -1.490 2.973
C 0.570 -2.474 1.560
H 0.653 -3.487 1.495
H -0.877 2.724 -1.058
H 1.100 0.471 -2.725
H 0.193 3.357 -3.109
H 1.370 -0.711 -1.525
H -2.420 0.365 1.800
H 1.543 -2.059 1.720
H 2.193 0.736 -1.555
H -0.143 -1.967 0.876
```

Properties
Relative energy (zero: lowest compared OMol25 entry of this formula, charge and spin): 6.584 eV
Kohn-Sham gap: 8.97 eV
HOMO energy: -8.3 eV

Atom charges from the Löwdin analysis, given in e for atoms 1 to 2: number 1, Br, carries 0.893; number 2, O, carries -0.021

***

2 unconnected molecules or ions with the total composition C6H9BrN2O2S at a distorted geometry, computed with ωB97M-V with the def2-TZVPD basis set.

Structure (XYZ):
```
21
Properties=species:S:1:pos:R:3
Br -2.709 1.869 -1.554
S 1.612 -0.020 1.276
O 0.788 4.976 0.895
O 2.432 4.445 2.259
N 0.802 2.173 0.179
N 0.296 0.273 -1.091
C 1.547 2.649 1.123
C 2.247 1.601 1.890
C -0.032 -1.159 -1.074
C 0.740 0.895 0.027
C -1.419 -1.431 -0.563
C 1.544 4.117 1.506
H -2.293 -1.019 -1.194
H -0.298 0.875 -1.710
H 0.092 4.595 0.312
H 0.167 -1.459 -2.066
H 0.683 -1.626 -0.463
H -1.364 -2.437 -0.193
H -1.372 -0.924 0.382
H 2.094 1.538 2.913
H 3.297 1.673 1.620
```

Properties
Relative energy (zero: lowest compared OMol25 entry of this formula, charge and spin): 0.000 eV
Kohn-Sham gap: 4.49 eV
HOMO energy: -7.4 eV

Atom charges from the Löwdin analysis, given in e for atoms 1 to 2: number 1, Br, carries -0.561; number 2, S, carries 1.065

***

A molecular structure, C6H9BrNOZn at a distorted geometry, computed with ωB97M-V with the def2-TZVPD basis set.

Structure (XYZ):
```
19
Properties=species:S:1:pos:R:3
Br -1.521 0.108 2.426
Zn -4.131 0.077 3.505
O -2.931 -1.590 0.670
N 0.659 -0.069 -1.795
C 1.418 0.140 -0.690
C 1.529 1.612 -0.028
C -2.151 -0.625 0.681
C -0.504 -0.811 -1.342
C 2.222 -1.020 0.071
C -1.629 0.117 -0.661
H 2.630 -0.613 1.071
H -0.985 -1.276 -2.285
H 1.462 -1.838 0.308
H 0.641 1.680 0.711
H 1.467 2.432 -0.833
H -1.292 1.180 -0.434
H -2.515 0.165 -1.376
H 3.112 -1.358 -0.556
H 2.518 1.686 0.557
```

Properties
Kohn-Sham gap: 3.22 eV
Net charge: +1
HOMO energy: -10.2 eV

Atom charges from the Löwdin analysis, given in e for atoms 1 to 2: number 1, Br, carries 0.467; number 2, Zn, carries 0.275

***

A single C6H9BrO molecule at a distorted geometry, computed with ωB97M-V with the def2-TZVPD basis set.

Structure (XYZ):
```
17
Properties=species:S:1:pos:R:3
Br 0.653 -2.621 -1.531
O 0.812 0.512 0.715
C -0.064 0.775 -1.358
C 0.319 2.176 -1.359
C 0.144 -0.035 -0.265
C -1.415 -2.071 0.408
C -0.373 -1.586 -0.327
C 0.798 -0.072 1.994
H -0.629 2.820 -1.595
H -0.516 0.435 -2.260
H -0.075 0.422 2.318
H 1.027 2.520 -2.067
H 1.712 0.148 2.462
H 0.652 -1.146 1.861
H -1.721 -3.198 0.316
H -1.959 -1.501 1.122
H 0.636 2.424 -0.433
```

Properties
SMILES string: C=C(Br)/C(=C/C)OC
Relative energy (zero: lowest compared OMol25 entry of this formula, charge and spin): 1.843 eV
Kohn-Sham gap: 8.81 eV
HOMO energy: -8.0 eV

Atom charges from the Löwdin analysis, given in e for atoms 1 to 2: number 1, Br, carries 0.728; number 2, O, carries -0.108

***

A single C6H9Cl molecule at a distorted geometry, computed with ωB97M-V with the def2-TZVPD basis set.

Structure (XYZ):
```
16
Properties=species:S:1:pos:R:3
Cl -1.288 -2.061 -0.003
C 2.338 -0.394 0.021
C -0.671 0.397 -1.046
C -0.632 0.377 1.108
C 1.232 -1.152 -0.017
C -1.600 0.981 -0.014
C -0.182 -0.665 -0.001
H 0.150 1.092 1.318
H 1.506 -2.188 0.049
H 0.163 1.035 -1.325
H -2.524 0.492 0.100
H -1.785 2.067 -0.079
H 3.340 -0.773 -0.014
H -1.076 0.052 2.053
H -1.182 0.036 -1.949
H 2.211 0.704 -0.200
```

Properties
SMILES string: C=CC1(Cl)CCC1
Relative energy (zero: lowest compared OMol25 entry of this formula, charge and spin): 0.630 eV
Kohn-Sham gap: 10.82 eV
HOMO energy: -9.8 eV

Atom charges from the Löwdin analysis, given in e for atoms 1 to 2: number 1, Cl, carries 0.665; number 2, C, carries 0.011

***

A molecular structure, C6H9ClOS at a distorted geometry, computed with ωB97M-V with the def2-TZVPD basis set.

Structure (XYZ):
```
18
Properties=species:S:1:pos:R:3
Cl -0.008 0.330 5.398
S -0.704 -1.102 1.253
O 1.984 1.254 1.145
C 0.688 0.046 -1.967
C 0.900 -0.725 2.131
C -1.850 -0.053 -1.324
C -0.060 0.192 0.382
C 1.134 0.422 1.132
C -0.441 0.488 -1.022
H 1.396 0.865 -2.350
H 0.804 -0.438 3.192
H 1.302 -0.722 -1.464
H -2.278 0.455 -2.212
H -2.505 0.317 -0.509
H 1.615 -1.588 1.857
H 0.243 -0.236 -3.010
H -1.747 -1.113 -1.654
H -0.474 1.610 -0.979
```

Properties
Relative energy (zero: lowest compared OMol25 entry of this formula, charge and spin): 2.722 eV
Kohn-Sham gap (spin up / spin down): 8.77 / 3.53 eV
HOMO energy (spin up / spin down): -9.8 / -7.7 eV

Atom charges from the Löwdin analysis, given in e for atoms 1 to 2: number 1, Cl, carries 0.035; number 2, S, carries 1.008

***

A molecular structure, C6H9ClOS at a distorted geometry, computed with ωB97M-V with the def2-TZVPD basis set.

Structure (XYZ):
```
18
Properties=species:S:1:pos:R:3
Cl -1.251 -3.560 -3.136
S -0.089 -1.531 -1.321
O -2.213 1.107 -0.162
C 1.844 -0.461 1.026
C 1.037 0.657 0.337
C -1.909 -0.935 -1.432
C -1.543 0.188 -0.459
C 0.457 1.744 1.256
C -0.082 -0.052 -0.380
H 2.365 -1.093 0.256
H -2.485 -1.587 -0.742
H 1.625 1.076 -0.401
H 1.211 2.580 1.518
H -0.081 1.336 2.162
H -0.285 2.450 0.678
H 2.497 0.008 1.815
H -2.168 -0.736 -2.495
H 1.068 -1.190 1.479
```

Properties
Relative energy (zero: lowest compared OMol25 entry of this formula, charge and spin): 2.388 eV
Kohn-Sham gap (spin up / spin down): 4.91 / 4.92 eV
HOMO energy (spin up / spin down): -8.2 / -8.2 eV

Atom charges from the Löwdin analysis, given in e for atoms 1 to 2: number 1, Cl, carries -0.483; number 2, S, carries 1.015

***

A molecular structure, C6H9ClS at a distorted geometry, computed with ωB97M-V with the def2-TZVPD basis set.

Structure (XYZ):
```
17
Properties=species:S:1:pos:R:3
Cl 2.543 0.151 -0.273
S -2.173 -1.111 -0.255
C 0.711 -0.582 -0.303
C -1.647 1.711 0.051
C -0.096 1.915 0.087
C 0.984 -1.586 0.596
C -1.475 0.220 0.134
C 0.045 0.412 0.343
H -2.247 2.223 -0.841
H 0.326 0.283 1.458
H 0.484 2.236 -0.848
H 0.377 2.489 1.132
H 1.450 -2.409 -0.162
H -0.018 -2.166 1.361
H -2.080 2.225 0.912
H 1.684 -1.240 1.614
H 0.427 -0.954 -1.342
```

Properties
Relative energy (zero: lowest compared OMol25 entry of this formula, charge and spin): 5.024 eV
Kohn-Sham gap: 8.33 eV
HOMO energy: -8.7 eV

Atom charges from the Löwdin analysis, given in e for atoms 1 to 2: number 1, Cl, carries 0.511; number 2, S, carries 0.824

***

no.,electronic energy (eV)
1,-76405.675
2,-219343.921
3,-81431.172
4,-94319.430
5,-128352.410
6,-78454.793
7,-18888.786
8,-31769.015
9,-31769.349
10,-29720.114